Record 1
{
  "formula": "C3H6N2O",
  "method": "ωB97M-V/def2-TZVPD",
  "relative_energy_kj_mol": 391.2,
  "orbital_gap_ev": 7.9,
  "homo_ev": -7.24,
  "total_energy_ev": -8232.645,
  "lumo_ev": 0.693,
  "species": ["O", "N", "N", "C", "C", "C", "H", "H", "H", "H", "H", "H"],
  "positions_angstrom": [[0.42236, 0.72887, -1.00308], [0.26649, -0.37988, 0.95557], [1.76711, -1.19576, -0.67946], [-0.92886, 0.93190, -0.44288], [0.91794, -0.32916, -0.36110], [-1.11849, -0.33676, 0.33157], [-1.62142, 1.04791, -1.27903], [-0.86100, 1.90074, 0.09741], [1.97421, -1.12669, -1.67348], [0.58541, 0.40154, 1.56974], [0.49709, -1.26639, 1.39973], [-1.90085, -0.37632, 1.08500]],
  "lowdin_charge": [-0.01, 0.05, 0.18, -0.20, -0.54, -0.16, 0.11, 0.11, 0.07, 0.17, 0.16, 0.05]
}

---

Record 2
{
  "formula": "C3H6N2O",
  "method": "ωB97M-V/def2-TZVPD",
  "relative_energy_kj_mol": 177.2,
  "orbital_gap_ev": 11.0,
  "homo_ev": -10.13,
  "total_energy_ev": -8234.862,
  "lumo_ev": 0.898,
  "species": ["O", "N", "N", "C", "C", "C", "H", "H", "H", "H", "H", "H"],
  "positions_angstrom": [[-0.97084, 0.14333, -3.12275], [-1.22464, -1.03241, 0.81299], [1.02308, 0.62414, -2.00710], [-2.14623, -0.20851, 0.63653], [-0.01470, 0.31900, -2.48708], [1.91111, 0.56847, -0.90932], [-1.87016, 0.82078, 0.44447], [1.64408, 1.33167, -0.17620], [2.91381, 0.77177, -1.28533], [-1.52044, -1.99247, 0.98916], [1.88959, -0.40966, -0.43051], [-3.21979, -0.41889, 0.66258]],
  "lowdin_charge": [0.13, 0.02, 0.07, -0.15, -0.37, -0.11, 0.05, 0.08, 0.08, 0.04, 0.08, 0.07]
}

---

Record 3
{
  "formula": "C3H6N2O",
  "method": "ωB97M-V/def2-TZVPD",
  "relative_energy_kj_mol": 585.0,
  "orbital_gap_ev": 9.2,
  "homo_ev": -8.21,
  "total_energy_ev": -8230.636,
  "lumo_ev": 1.002,
  "species": ["O", "N", "N", "C", "C", "C", "H", "H", "H", "H", "H", "H"],
  "positions_angstrom": [[-0.60942, 0.13941, 1.24114], [1.88282, 0.01918, -0.13155], [1.02154, -1.10887, -0.01006], [-0.31596, -0.96068, 0.22559], [-1.29054, 0.65188, -0.79095], [-1.23021, 0.98565, 0.44178], [1.56241, 0.60407, -0.96504], [-1.72656, 1.00814, -1.66041], [1.44993, -2.06507, -0.42792], [-1.59640, 1.98519, 0.90850], [1.82923, 0.54604, 0.73239], [-0.97683, -1.80493, 0.43654]],
  "lowdin_charge": [-0.10, 0.01, -0.13, -0.11, 0.06, -0.38, 0.11, 0.01, 0.20, 0.14, 0.07, 0.13]
}

---

Record 4
{
  "formula": "C3H6N2O",
  "method": "ωB97M-V/def2-TZVPD",
  "relative_energy_kj_mol": 230.7,
  "orbital_gap_ev": 9.5,
  "homo_ev": -8.80,
  "total_energy_ev": -8234.308,
  "lumo_ev": 0.744,
  "species": ["O", "N", "N", "C", "C", "C", "H", "H", "H", "H", "H", "H"],
  "positions_angstrom": [[0.99864, -0.78891, -2.03349], [-0.97604, 1.03191, -0.77420], [-0.13148, -0.68585, 0.68139], [-0.57573, -0.21843, -0.42506], [0.07502, -1.18782, -1.35700], [0.63828, 0.15242, 1.56015], [0.84125, -0.37818, 2.49210], [-1.19548, 1.70786, -0.05751], [0.24245, 1.15629, 1.76670], [-1.36464, 1.19679, -1.69054], [1.58808, 0.26727, 1.01551], [-0.14034, -2.25337, -1.17804]],
  "lowdin_charge": [0.03, 0.17, 0.01, -0.42, -0.24, -0.12, 0.07, 0.10, 0.07, 0.11, 0.10, 0.12]
}

---

Record 5
{
  "formula": "C3H6N2O",
  "method": "ωB97M-V/def2-TZVPD",
  "relative_energy_kj_mol": 107.2,
  "orbital_gap_ev": 10.6,
  "homo_ev": -9.80,
  "total_energy_ev": -8235.588,
  "lumo_ev": 0.784,
  "species": ["O", "N", "N", "C", "C", "C", "H", "H", "H", "H", "H", "H"],
  "positions_angstrom": [[-1.45089, 2.30825, 1.31595], [-0.09620, 0.98809, 0.04243], [-0.97951, -1.27938, -1.10085], [0.83599, -0.10616, -0.03053], [-0.49881, 1.56658, 1.20916], [0.23385, -1.29675, -0.73791], [-0.78517, 1.02223, -0.70029], [1.76362, 0.17670, -0.55090], [1.13436, -0.40907, 0.98279], [0.15986, 1.30777, 2.06314], [0.92332, -2.13076, -0.92572], [-1.24042, -2.14749, -1.56727]],
  "lowdin_charge": [0.02, 0.01, 0.10, -0.20, -0.37, -0.22, 0.13, 0.12, 0.12, 0.13, 0.11, 0.06]
}

---

Record 6
{
  "formula": "C3H6N2O",
  "method": "ωB97M-V/def2-TZVPD",
  "relative_energy_kj_mol": 450.4,
  "orbital_gap_ev": 9.2,
  "homo_ev": -8.54,
  "total_energy_ev": -8232.031,
  "lumo_ev": 0.667,
  "species": ["O", "N", "N", "C", "C", "C", "H", "H", "H", "H", "H", "H"],
  "positions_angstrom": [[-2.70846, -1.26066, -1.32547], [1.47142, 0.41677, -0.56235], [-0.59888, -0.62919, -0.69455], [-1.98515, -0.56830, -0.65249], [0.15970, 0.47757, -0.35191], [1.08479, 0.76641, 1.16849], [2.04584, 0.34993, 1.49579], [1.08385, 1.84930, 1.21533], [0.30926, 0.34363, 1.81987], [1.80999, -0.52038, -0.88093], [-2.34346, 0.16289, 0.09200], [-0.22840, -1.32056, -1.35040]],
  "lowdin_charge": [0.04, 0.05, 0.03, -0.34, -0.32, -0.05, 0.07, 0.07, 0.07, 0.09, 0.13, 0.14]
}

---

Record 7
{
  "formula": "C3H6N2O",
  "method": "ωB97M-V/def2-TZVPD",
  "relative_energy_kj_mol": 64.7,
  "orbital_gap_ev": 10.7,
  "homo_ev": -9.89,
  "total_energy_ev": -8236.028,
  "lumo_ev": 0.763,
  "species": ["O", "N", "N", "C", "C", "C", "H", "H", "H", "H", "H", "H"],
  "positions_angstrom": [[-0.08202, 2.12608, 2.29661], [-0.57856, 0.45140, -1.79774], [-0.32130, 0.99101, 0.36138], [-0.19367, 0.03657, -0.65732], [0.30544, -1.36472, -0.37844], [0.16097, 1.13862, 1.63746], [0.10996, -1.71681, 0.63762], [-0.21124, -2.03677, -1.07163], [-0.81244, 1.81233, 0.02700], [0.78299, 0.31168, 2.01696], [1.37775, -1.45706, -0.58262], [-0.53788, -0.29233, -2.48927]],
  "lowdin_charge": [0.03, 0.12, 0.09, -0.46, -0.03, -0.33, 0.07, 0.08, 0.14, 0.13, 0.09, 0.05]
}

---

Record 8
{
  "formula": "C3H6N2O",
  "method": "ωB97M-V/def2-TZVPD",
  "relative_energy_kj_mol": 123.0,
  "orbital_gap_ev": 9.7,
  "homo_ev": -8.94,
  "total_energy_ev": -8235.424,
  "lumo_ev": 0.807,
  "species": ["O", "N", "N", "C", "C", "C", "H", "H", "H", "H", "H", "H"],
  "positions_angstrom": [[2.60126, -1.37299, 3.72383], [-0.82837, 1.51456, -2.18056], [-1.49318, -0.40923, -1.34206], [-0.32905, 1.33887, -0.87607], [-0.71211, 0.13881, -0.35317], [-1.57059, 0.46886, -2.38563], [3.31478, -0.81576, 3.39190], [-1.86794, 0.01227, -3.31466], [0.45708, 2.04673, -0.57962], [-2.03640, -1.25469, -1.26530], [2.80356, -1.31442, 4.66078], [-0.33904, -0.35300, 0.52057]],
  "lowdin_charge": [-0.06, 0.04, 0.02, -0.16, -0.12, -0.24, 0.03, 0.11, 0.10, 0.14, 0.03, 0.10]
}